ORCA calculation (wB97M-V/def2-TZVPD) on a 7-piece molecular cluster, C38H73BN2O8S9 overall at a distorted geometry.

```
! RIJCOSX wB97M-V def2-TZVPD def2/J DEFGRID3
* xyz 0 1
S 7.690 4.430 2.824
S 4.248 -2.998 -8.732
S 3.637 -0.602 6.677
S 4.507 3.253 5.893
S 1.755 -3.773 -3.666
S -8.133 -3.478 -1.178
S -1.879 3.387 0.281
S 5.566 -0.036 -6.097
S -8.171 -1.366 0.884
O 5.671 -2.560 -8.691
O 8.149 3.565 3.945
O 4.389 2.376 4.689
O 3.813 -1.676 7.694
O -0.393 -1.888 4.511
O 4.555 -1.081 -5.773
O 0.321 -3.374 -3.737
O -1.876 -0.616 5.888
N -0.946 0.573 -0.102
N -5.911 -2.649 0.000
C 6.675 3.382 1.781
C 4.273 -4.782 -8.920
C -1.261 0.925 1.251
C -4.799 0.431 1.973
C -2.466 2.289 -0.966
C 5.110 -0.631 5.652
C 5.027 1.468 -5.273
C -5.169 -2.548 -1.268
C 5.218 0.532 -7.758
C -1.709 2.211 1.570
C -5.262 -1.894 1.086
C -2.011 2.544 2.895
C -2.434 0.085 -2.000
C -7.278 -2.550 -0.139
C 2.559 -2.591 -2.581
C 4.667 4.929 5.269
C -8.198 1.985 -1.481
C 3.661 -2.641 -10.392
C -1.953 0.987 -1.039
C -2.937 -2.394 -2.392
C -4.307 1.830 1.613
C -3.689 -2.834 -1.126
C -8.414 1.191 -0.186
C -3.903 1.849 -2.828
C -4.858 -0.461 0.745
C -1.405 0.295 3.600
C 6.194 3.116 6.478
C -1.907 -1.326 -2.053
C -3.034 -1.261 7.880
C 2.532 -3.194 -5.168
C -8.746 -0.275 -0.457
C 9.072 4.589 1.693
C 2.526 -1.240 5.425
C -3.419 0.544 -2.882
C -1.122 -0.018 2.265
C -3.438 2.731 -1.863
C -1.853 1.592 3.894
C -2.070 -1.707 6.798
B -1.232 -0.786 4.712
H -3.594 -2.108 8.264
H -3.812 3.741 -1.787
H -7.511 1.247 0.417
H 5.455 -0.296 -8.423
H 3.621 -1.559 -10.500
H 3.984 1.664 -5.523
H 2.126 -3.776 -5.994
H 6.328 2.121 6.896
H -0.811 -2.556 3.960
H 4.354 -3.062 -11.121
H 4.923 -5.050 -9.752
H 9.840 5.173 2.194
H -1.108 -1.982 7.223
H -8.614 1.471 -2.344
H -3.564 -3.906 -0.977
H 2.663 -3.059 -10.519
H -5.337 -1.569 -1.726
H -3.257 -2.332 -0.264
H 2.892 -2.204 5.073
H -3.887 -0.446 0.249
H 5.279 -1.653 5.314
H 9.454 3.597 1.454
H -5.035 2.325 0.970
H 3.257 -5.140 -9.088
H -2.503 -0.778 8.694
H 3.635 -2.762 -2.597
H 4.163 0.802 -7.831
H 6.403 3.926 0.876
H 4.662 -5.200 -7.994
H -4.657 2.164 -3.535
H 1.549 -1.364 5.879
H -3.731 -0.542 7.460
H -8.337 -0.614 -1.402
H -1.059 -1.375 -2.737
H -9.207 1.649 0.401
H -2.435 -3.232 -2.869
H 6.355 3.861 7.257
H -2.476 -2.554 6.250
H 2.314 -2.139 -5.313
H 5.780 3.125 2.348
H 2.326 -1.582 -2.920
H -5.902 -1.928 1.961
H -9.823 -0.410 -0.512
H -4.133 -0.004 2.720
H -3.664 -2.025 -3.113
H 2.171 -2.749 -1.576
H -0.063 1.004 -0.361
H 5.853 1.389 -7.983
H -2.374 3.535 3.125
H -5.585 -3.281 -1.951
H 3.720 5.200 4.807
H -3.823 -0.119 -3.632
H 5.946 -0.304 6.267
H -5.805 0.506 2.388
H -4.371 -2.461 1.352
H -8.631 2.979 -1.424
H 5.129 1.312 -4.201
H -1.502 -1.553 -1.070
H 4.978 0.056 4.818
H -5.595 -0.049 0.056
H -7.134 2.112 -1.677
H 7.230 2.476 1.540
H 2.463 -0.525 4.604
H -4.119 2.443 2.489
H 5.662 2.296 -5.587
H 5.470 4.968 4.534
H 3.609 -3.340 -5.104
H -0.777 -1.006 1.992
H 8.742 5.107 0.792
H -3.390 1.766 1.023
H -2.085 1.861 4.915
H 6.864 3.262 5.629
H 4.878 5.603 6.099
*
```

Output
F_max   1.67 eV/Å
E_HOMO   -7.79 eV
Frontier orbital gap   7.8 eV

ORCA calculation (wB97M-V/def2-TZVPD) on C22H28AlCl5F10LiMgN3O11S3 as an isolated structure at a distorted geometry.

```
! RIJCOSX wB97M-V def2-TZVPD def2/J DEFGRID3
* xyz 0 1
Cl -8.289 0.240 6.986
Cl 5.073 -3.079 -2.347
Cl -5.904 -1.115 6.035
Cl -8.434 -1.530 4.678
Cl 8.169 -1.939 -1.482
S 1.731 -1.334 -0.943
S 1.331 -4.308 -3.662
S -2.102 -1.521 -3.394
Al 3.304 -3.992 2.580
Mg 0.294 0.130 -4.910
F 1.995 -3.120 1.781
F 2.618 -5.305 3.507
F -3.258 0.608 -1.427
F 4.175 -2.933 3.655
F -5.140 -0.096 -2.465
F 4.397 -4.652 1.375
F -3.070 -2.480 -1.029
F -4.425 -2.485 -2.740
F 4.028 -1.522 1.357
F -4.715 -0.684 -0.417
O -0.535 2.198 -7.961
O -0.538 4.212 4.936
O -0.059 1.413 -0.235
O -2.194 -2.648 -4.317
O 2.237 0.279 2.724
O -0.894 3.396 -6.077
O 4.836 0.065 -0.451
O 3.471 2.494 -0.462
O -0.790 -0.782 -0.432
O -5.151 1.517 4.160
O -2.464 -0.315 -4.173
N 0.489 -1.612 -3.843
N -3.932 3.048 3.060
N -0.190 -3.169 -0.872
C -0.419 -1.284 -2.698
C -2.600 3.320 -7.700
C -0.065 -1.763 -1.247
C 5.140 1.063 0.515
C -4.576 1.862 3.133
C -3.437 -1.757 -2.122
C 1.315 2.761 5.082
C -0.102 0.285 -2.456
C 4.842 2.431 -0.072
C 0.396 1.722 2.579
C 6.952 -2.685 -0.401
C -7.416 -0.384 5.563
C -4.122 -0.411 -1.629
C 2.013 1.770 4.527
C -0.299 2.713 3.137
C 0.905 -2.817 -3.834
C 6.151 -3.757 -1.095
C -1.206 2.933 -7.201
C 0.104 3.307 4.429
C -0.274 0.461 -0.877
C 1.607 1.175 3.231
C -4.537 1.010 1.892
Li -9.612 1.510 5.017
H 6.305 -1.893 -0.017
H 5.515 -4.264 -0.366
H 0.109 1.277 1.631
H 1.972 -1.797 0.372
H 0.937 0.550 -2.815
H 4.506 0.869 1.380
H 5.034 3.225 0.652
H -1.187 3.126 2.674
H -0.734 -3.283 -0.014
H 2.901 1.357 4.990
H -3.448 3.368 2.241
H 6.190 0.973 0.812
H -5.555 0.829 1.546
H 5.494 0.128 -1.157
H -2.677 4.405 -7.782
H 1.596 3.208 6.027
H -3.941 3.636 3.879
H -0.802 1.039 -2.918
H -3.976 1.489 1.090
H -3.354 2.965 -6.995
H -0.650 -3.644 -1.658
H 3.258 1.611 -0.802
H -2.805 2.883 -8.677
H -7.190 0.454 4.903
H 6.791 -4.502 -1.569
H -4.059 0.059 2.132
H 7.496 -3.118 0.438
H 5.451 2.607 -0.967
*
```

Output
F_max   4.79 eV/Å
E_HOMO   -5.65 eV
Frontier orbital gap   1.8 eV

ORCA calculation (wB97M-V/def2-TZVPD) on one molecule with the formula C3H2Cl2F2 at a distorted geometry.

```
! RIJCOSX wB97M-V def2-TZVPD def2/J DEFGRID3
* xyz 0 1
Cl 1.590 1.546 -0.833
Cl 2.210 -0.597 1.105
F 0.402 -1.441 -0.979
F -2.423 -1.002 -0.790
C -0.216 -0.513 -0.291
C 0.962 0.579 0.539
C -1.492 -0.259 -0.316
H 0.751 1.081 1.459
H -1.783 0.605 0.107
*
```

Output
SMILES   F/C=C(\F)C(Cl)Cl
F_max   5.10 eV/Å
E_HOMO   -10.04 eV
Energy above the lowest of the compared OMol25 structures with the same formula, charge and spin   171.1 kJ/mol
Frontier orbital gap   10.8 eV

ORCA calculation (wB97M-V/def2-TZVPD) on one molecule with the formula C20H31N3O4S at a distorted geometry.

```
! RIJCOSX wB97M-V def2-TZVPD def2/J DEFGRID3
* xyz 0 1
S -3.940 1.381 -0.697
O -4.652 2.540 -0.227
O -4.204 0.929 -2.032
O 4.581 3.164 0.408
O -0.280 -1.779 0.697
N 1.917 2.441 -0.169
N 0.984 -0.112 -0.186
N -4.137 0.098 0.326
C -2.188 1.731 -0.532
C 2.039 -2.235 0.166
C -4.109 0.397 1.736
C 2.901 -3.779 -1.512
C -1.310 0.675 -0.402
C 1.845 -4.508 -0.690
C 4.003 2.019 0.987
C -4.784 -1.105 -0.151
C -1.738 3.033 -0.575
C -0.381 3.289 -0.459
C 2.554 -2.307 -1.290
C 0.526 2.249 -0.286
C 1.780 -3.689 0.598
C -3.774 -2.122 -0.676
C 2.484 3.658 -0.720
C -3.177 -0.532 2.509
C 2.491 2.186 1.147
C 3.997 3.449 -0.842
C 0.048 0.923 -0.276
C 0.777 -1.385 0.260
H -3.299 -1.727 -1.570
H 0.884 -4.470 -1.205
H 2.052 1.290 1.585
H -5.371 -1.531 0.667
H 1.918 0.158 -0.464
H 4.484 1.891 1.957
H 2.298 3.034 1.823
H 0.811 -3.771 1.090
H 3.894 -3.994 -1.114
H -0.031 4.309 -0.484
H 2.056 3.839 -1.707
H 4.192 2.622 -1.543
H 1.758 -2.015 -1.979
H -5.122 0.346 2.159
H 4.484 4.354 -1.206
H -5.464 -0.827 -0.961
H -3.011 -2.333 0.070
H -3.766 1.431 1.815
H -2.454 3.831 -0.681
H -3.098 -0.195 3.540
H 2.098 -5.551 -0.506
H 2.551 -4.019 1.294
H -1.683 -0.333 -0.401
H 2.789 -1.772 0.816
H 2.301 4.530 -0.074
H -2.187 -0.542 2.062
H -3.564 -1.548 2.507
H -4.283 -3.048 -0.933
H 2.884 -4.053 -2.565
H 4.212 1.139 0.357
H 3.410 -1.655 -1.462
*
```

Output
SMILES   CCN(CC)S(=O)(=O)c1ccc(N2CCOCC2)c(NC(=O)C2CCCC2)c1
F_max   1.17 eV/Å
E_HOMO   -8.53 eV
Energy above the lowest of the compared OMol25 structures with the same formula, charge and spin   245.6 kJ/mol
Frontier orbital gap   9.0 eV